Record 1
Computed, not measured: 7 unconnected molecules or ions with the total composition C5H22NO7S, with ωB97M-V/def2-TZVPD.

XYZ file:
```
36
Properties=species:S:1:pos:R:3:forces:R:3:nbo_charge:R:1
H 1.027365 -2.361476 -0.978149 0.51 -0.40 0.02 0.22
C -2.112499 1.140088 -1.974824 -0.31 1.21 -1.36 -0.62
H 1.431494 0.970460 3.965646 1.01 -0.74 -0.15 0.50
N -0.742765 -0.558974 -0.760512 -1.37 1.96 0.48 -0.63
H 4.051716 1.660833 -0.101519 -0.46 0.14 -0.17 0.46
S -1.987120 0.085180 2.134258 0.47 -0.28 0.27 -0.67
C -1.620256 0.682220 -0.662714 0.77 -1.16 2.54 -0.08
H 1.552257 2.918806 -2.210522 0.43 -0.05 -0.50 0.46
H 2.392349 -1.376891 -0.138703 -0.24 -0.36 -0.91 0.24
H -3.137498 1.488130 0.623710 -0.60 0.38 -0.21 0.20
O -0.573620 -2.891771 -2.696611 -0.13 -0.31 -0.06 -0.93
H -1.256255 -2.347811 -2.294037 0.02 0.31 -0.15 0.47
H -2.801470 0.536466 -2.580124 -0.01 -0.27 0.62 0.20
H -2.562021 2.146158 -1.867907 0.01 -0.46 0.02 0.21
H 1.524839 1.290166 1.371171 -0.11 0.10 -0.11 0.50
H -0.423492 -2.539791 2.919843 -0.29 0.48 0.06 0.48
H -3.347782 -0.260467 0.225483 -0.55 0.22 -0.05 0.17
O 1.223088 0.640910 -0.607375 -1.74 -0.44 0.50 -0.72
C -2.663119 0.528729 0.539148 1.09 -0.61 -1.70 -0.53
H -1.227186 -1.328428 -0.323186 0.46 -0.30 0.26 0.39
H -1.356791 -2.418376 1.686245 0.05 0.61 0.71 0.49
O -0.686714 -2.972347 2.109580 0.22 -1.14 -0.56 -0.98
H -0.237071 -3.387879 -1.945785 0.04 -0.23 -0.06 0.46
H -1.242591 1.295771 -2.612191 0.08 0.02 -0.21 0.22
H 1.000919 1.563431 -2.094566 0.96 0.11 -0.81 0.49
C 1.333895 -1.664617 -0.216806 0.40 0.57 2.64 -0.73
O 1.632524 2.069093 -2.678982 -1.30 0.34 0.76 -0.96
H -0.899510 1.398483 -0.276544 -0.11 0.50 -0.18 0.21
O 1.061235 1.453662 2.198365 -0.79 0.69 -0.19 -1.03
H 2.692212 1.663268 -0.902292 0.96 0.48 0.82 0.51
O 3.256072 2.185697 -0.274815 0.20 -0.23 -0.40 -0.98
O 1.803091 0.067936 4.122970 -0.87 0.35 0.86 -0.96
H 1.172644 -2.020971 0.840627 -0.53 -0.10 -1.19 0.27
H 1.028047 -0.408338 3.793075 0.35 -0.30 -0.02 0.46
H 0.127103 1.146515 2.110815 0.36 0.06 -0.28 0.49
C 0.566913 -0.393865 -0.442773 1.01 -1.12 -1.29 0.74
```
Forces are in eV/Å.

The calculation puts the LUMO energy at 2.9 eV. The value obtained for the max |F| is 2.89 eV Å⁻¹. The energy above the lowest of the compared OMol25 structures with the same formula, charge and spin comes out at 14.3 kcal/mol. The value obtained for the HOMO energy is -4.21 eV. For the total energy, the calculation gives -1183.3918 hartree. The total charge is -1.

=====

Record 2
Computed, not measured: 6 unconnected molecules or ions with the total composition C27H66FIN6O8, with ωB97M-V/def2-TZVPD.

XYZ file:
```
109
Properties=species:S:1:pos:R:3:forces:R:3:mulliken_charge:R:1
H -1.094376 -1.581834 -1.525898 -0.08 -0.03 0.01 0.35
H 3.081721 6.556704 5.393824 0.00 0.00 0.08 0.31
H -1.930220 -0.916933 4.334869 0.02 0.04 -0.13 0.33
H -0.764189 6.887638 4.531938 0.00 0.02 0.02 0.37
H -0.424999 -0.582941 6.029924 0.16 0.22 -0.02 0.44
H -0.630537 -3.253913 -3.095291 -0.29 -0.38 0.01 0.06
H -0.239576 0.564131 -1.115615 0.01 -0.03 0.03 -0.88
H -0.964297 2.257794 0.677535 0.01 -0.02 0.00 0.22
C 1.727485 4.405380 1.216371 0.02 -0.01 0.09 -0.40
H 2.685080 -1.694353 -1.604471 0.00 0.02 0.00 0.35
H 2.089432 7.761275 2.780231 0.00 -0.04 0.00 0.34
H 4.046020 7.398381 4.420236 0.04 0.06 0.04 0.27
H 0.778312 2.772756 2.176894 0.03 0.03 0.03 0.12
C 1.623195 -4.556184 -2.740564 0.01 -0.31 -0.11 -0.91
C 2.274773 8.327929 4.836476 -0.02 -0.10 0.14 0.35
H 0.567116 8.320724 3.476303 -0.01 0.02 0.08 0.45
H -0.432845 5.157033 4.313308 0.00 0.00 -0.02 0.22
H 1.191317 0.752208 -3.233546 0.00 -0.02 -0.01 0.34
C 1.478261 5.443624 -0.923471 0.10 0.01 -0.02 -0.50
C 0.223458 1.232602 -3.077230 0.08 -0.01 0.02 -1.53
C -0.008134 6.104959 4.644068 0.05 -0.11 -0.06 -0.78
C -3.914602 -3.935205 -7.560572 0.10 0.12 -0.10 -0.92
O -0.239802 0.518773 3.080942 0.05 -0.53 0.43 -0.63
N -2.008839 0.977726 -2.131724 0.10 -0.14 0.06 -0.67
C -5.668905 -5.535557 -7.269964 0.02 -0.07 -0.08 -0.64
H 0.779739 -0.617591 1.186275 0.08 0.03 -0.14 -0.89
O -1.393467 -1.512164 -3.501347 -0.19 0.46 -0.20 -0.42
H -0.958614 4.020678 0.738647 0.04 0.02 0.02 0.48
C 0.357763 -2.585468 6.043263 0.37 0.06 -0.18 -1.02
H 2.096149 2.372358 -0.382141 -0.04 -0.01 -0.05 0.23
H 1.087391 5.204457 1.605757 -0.05 -0.01 -0.02 0.23
H -4.775047 -3.330156 -5.042257 -0.01 0.00 -0.02 0.36
H -1.462996 -4.926608 -7.027441 0.01 0.04 0.01 0.28
H -1.327279 -2.429056 3.962703 -0.02 -0.07 -0.06 0.24
C -0.636088 -1.086258 -2.387542 0.25 0.25 0.20 -0.70
H -3.309360 -3.732309 -4.134651 0.06 -0.03 0.01 0.22
H -0.353895 -3.795996 -0.673003 0.01 0.02 -0.01 0.01
O 2.341759 -3.128805 2.258321 -0.67 0.20 -0.05 -0.58
H -0.266766 3.168877 -0.646426 -0.01 0.04 -0.02 0.13
H 3.477961 -3.550586 6.204334 0.07 -0.12 0.02 0.29
H 0.257415 6.006487 5.699121 -0.04 0.07 0.02 0.25
C 1.699575 -2.440003 6.765760 0.08 -0.25 -0.19 -0.42
C 2.081376 -2.591135 -1.460487 0.26 -0.10 0.10 -0.55
H -0.681895 -4.436221 -4.194353 -0.22 -0.20 0.00 0.19
H 0.968355 4.726311 -1.572284 -0.07 0.02 0.03 0.08
H -4.704379 -3.173253 -7.512535 -0.01 -0.01 0.07 0.42
H -0.398648 -2.948720 6.730744 -0.17 0.13 0.10 0.32
H -2.587836 -5.901903 -6.426645 -0.02 -0.03 0.11 0.27
H -2.535935 -2.999744 -6.252527 -0.17 -0.08 -0.14 -0.19
C 1.468227 7.725929 3.679601 0.07 0.09 -0.15 -0.79
C 0.966173 3.079787 1.144046 0.01 -0.11 -0.13 0.48
H 2.669337 9.279784 4.468426 -0.01 0.01 -0.06 0.40
O 0.883556 -0.905250 4.436937 0.04 -0.58 -0.50 -0.06
H 0.496993 9.099564 5.824600 0.00 -0.01 0.00 0.35
C 1.296839 -0.969065 2.074324 0.15 0.27 -0.05 1.22
H -2.443744 0.694864 -3.005686 -0.03 0.07 -0.03 0.36
N 1.766568 2.017680 0.511984 0.09 -0.03 0.12 -0.37
C 1.380772 -2.450550 2.085347 1.02 -0.31 0.04 0.63
C 2.940065 -2.663477 5.886836 -0.14 0.45 -0.04 -0.71
H 2.094017 6.089115 -1.549361 0.01 0.00 0.01 0.28
H 2.625647 -3.278558 -0.805021 -0.01 -0.01 -0.01 0.43
H -0.254185 1.366098 -4.047869 -0.02 -0.04 -0.02 0.42
H -2.558182 0.516148 -1.412646 -0.01 0.09 0.05 0.33
H 1.849175 -4.882889 -3.758293 0.00 0.07 -0.02 0.35
O 2.336542 4.805995 0.000858 -0.04 -0.01 -0.06 -0.45
O 1.124826 6.363941 3.836467 -0.07 -0.02 0.10 -0.22
H 2.659559 -2.766061 4.845526 -0.05 -0.16 -0.15 0.05
H 1.709128 -3.184975 7.551725 -0.03 0.06 0.20 0.58
C -3.088675 -3.944715 -6.269118 -0.16 -0.18 0.13 1.02
C -0.648595 0.425311 -2.121935 -0.16 0.00 -0.14 2.15
H 0.646490 -5.204121 -0.298807 0.00 0.02 0.02 0.35
H 3.616404 -1.816621 5.928939 0.16 0.00 0.05 0.30
N -1.413063 -1.713756 4.669779 0.15 0.00 0.11 -0.64
F 0.186436 -3.001952 1.813132 -0.41 -0.29 0.10 -0.30
C 1.447266 8.628084 6.082139 -0.03 0.08 0.01 -1.42
C -3.920834 -4.008607 -4.992190 0.00 0.11 0.07 -1.36
N 3.420785 7.497512 5.214300 -0.03 -0.02 -0.16 -0.72
N -0.811782 -4.249469 -3.202657 0.50 -0.07 0.13 -0.29
H 2.615411 1.878565 1.053490 0.00 0.00 0.01 0.28
O 1.857767 -3.159680 -2.734331 0.02 0.11 0.13 -0.31
H -6.208979 -6.216670 -7.926609 0.01 0.00 -0.02 0.26
O -4.465699 -5.184033 -7.924944 -0.04 -0.05 0.05 -0.39
H -3.251777 -3.663755 -8.386595 0.00 -0.03 -0.02 0.37
H 2.316893 -0.597227 2.060400 0.08 0.14 0.06 0.33
H 1.237526 7.724559 6.653957 -0.01 -0.04 -0.03 0.29
H 1.994045 9.303640 6.738448 0.04 -0.02 0.01 0.36
C -0.379831 3.145734 0.437134 -0.10 -0.01 0.01 -1.39
H -0.898305 -0.410041 -5.201012 0.05 0.02 0.01 0.33
H -5.483797 -6.048620 -6.323345 -0.03 0.06 0.04 0.23
H 1.144692 -2.297360 -0.975596 0.17 -0.15 0.15 -0.11
C -0.202690 -1.377480 5.324319 -0.64 0.06 0.35 0.15
H 0.730801 6.058401 -0.412529 -0.03 -0.01 0.00 0.26
H -6.293019 -4.655876 -7.086460 0.00 0.01 0.03 0.30
C 0.184009 -4.975157 -2.412730 -0.16 0.12 -0.07 0.32
N -2.101972 -5.028626 -6.243792 0.17 0.08 -0.23 -0.54
H 2.338084 -5.053760 -2.070819 -0.04 0.01 0.03 0.47
I 1.853276 -0.585866 7.854375 -0.05 -0.01 0.13 0.00
C 0.544586 -0.381924 3.251980 -0.23 0.89 -0.16 0.08
H -1.063143 -5.397136 -0.694430 -0.03 0.01 -0.07 0.43
C -0.160955 -4.835869 -0.935414 0.03 -0.07 0.11 -1.29
H 0.324133 -1.595628 -4.668947 0.03 0.01 0.02 0.27
H 0.403124 2.227141 -2.668684 -0.04 0.02 0.00 0.04
H 2.551024 4.287977 1.925081 0.03 0.01 -0.02 0.36
H 0.501874 -3.359395 5.284442 -0.03 -0.18 -0.01 0.26
H 0.393367 -1.461484 -2.468795 -0.37 0.29 -0.25 0.11
C -0.748373 -1.396330 -4.754395 0.05 0.06 -0.08 -0.34
H -4.292641 -5.015936 -4.805421 -0.02 -0.03 -0.05 0.32
H -1.189512 -2.140198 -5.417127 0.12 0.06 0.12 -0.29
H 0.104209 -6.033621 -2.678889 0.10 -0.05 0.00 0.54
```
Forces are in eV/Å.

The calculation puts the LUMO energy at 0.4 eV. The SMILES is C[C@@H](I)C[C@H](N)OC(=O)CC(=O)F.COC[C@@H](C)N.COC[C@@H](C)N.COC[C@@H](C)N.COC[C@@H](C)N.COC[C@@H](C)N. The value obtained for the max |F| is 1.07 eV Å⁻¹. The value obtained for the HOMO energy is -8.75 eV. For the total energy, the calculation gives -2396.2807 hartree. The total charge is 0.

=====

Record 3
Computed, not measured: C6H9FO in the gas phase, with ωB97M-V/def2-TZVPD.

XYZ file:
```
17
Properties=species:S:1:pos:R:3:forces:R:3:nbo_charge:R:1
C 0.276013 0.462049 -1.202174 2.14 1.06 -5.05 0.55
F 1.382876 -0.424986 1.414439 0.51 0.00 0.46 -0.38
H -0.335650 -1.573496 1.598615 -1.93 0.97 -0.43 0.24
H -0.809917 1.599381 0.101850 2.58 -0.13 -0.57 0.24
H 0.111613 1.054739 2.148895 0.57 -1.43 -1.30 0.18
C 0.207187 0.301150 1.260355 -0.21 2.91 1.87 0.21
H -0.223519 -1.436871 -2.024428 -0.33 -0.31 0.89 0.25
H -2.130646 -1.654711 -0.104168 0.15 -0.80 -0.11 0.23
H 0.510247 -1.591007 -0.056116 -1.19 1.58 -4.10 0.26
C -1.476302 -0.799106 -0.038885 -2.55 -0.35 -4.73 -0.42
H -1.648406 -0.464199 2.202902 0.34 0.04 -1.49 0.24
H -2.250184 -0.035010 -0.516185 1.93 -0.73 1.30 0.22
C -0.159473 -0.984220 -1.019946 0.06 -0.22 3.17 -0.51
H 0.988966 1.966549 0.333330 0.64 0.58 -1.20 0.27
C -0.986489 -0.637981 1.301244 2.65 -1.09 3.34 -0.49
O 0.519138 1.100417 -2.280697 -1.02 -3.01 2.89 -0.55
C 0.337151 1.184135 0.004561 -4.35 0.92 5.06 -0.54
```
Forces are in eV/Å.

The calculation puts the LUMO energy at 0.8 eV. The SMILES is O=C1CCC[C@@H](F)C1. The value obtained for the max |F| is 6.74 eV Å⁻¹. The energy above the lowest of the compared OMol25 structures with the same formula, charge and spin comes out at 48.6 kcal/mol. The value obtained for the HOMO energy is -9.69 eV. For the total energy, the calculation gives -409.0201 hartree. The total charge is 0.

=====

What is the max |F| in the third record?
6.74 eV Å⁻¹

=====

Look up the LUMO energy of the second one.
0.4 eV

=====

Which formula does entry 1 have?
C5H22NO7S